No. 1
Here is a molecular structure, C14H17BrF6N3O10S2Zr from OMol25. Energies are from ωB97M-V with the def2-TZVPD basis set.

As for the total charge: +1. The value obtained for the HOMO energy is -13.05 eV. As for the energy above the lowest of the compared OMol25 structures with the same formula, charge and spin: 98.7 kJ/mol. The calculation puts the orbital gap at 9.41 eV. The multiplicity is 1.

Each line ends with the natural charge from an NBO analysis.
CARTESIAN COORDINATES (ANGSTROEM)
Zr: -0.31 0.17 -0.76  2.45
O: 5.09 1.90 2.45  -0.62
C: 3.96 1.70 1.77  0.40
C: 3.90 1.62 0.38  -0.32
C: 2.67 1.39 -0.20  0.10
N: 1.52 1.26 0.49  -0.63
C: 1.61 1.39 1.82  0.19
Br: 0.02 1.38 2.84  0.15
C: 2.79 1.59 2.50  -0.32
H: 5.85 1.98 1.86  0.50
H: 4.78 1.72 -0.25  0.24
H: 2.58 1.29 -1.28  0.25
H: 2.80 1.69 3.58  0.26
N: -2.96 0.00 1.00  -0.86
C: -4.21 0.10 0.21  -0.20
C: -4.11 -0.75 -1.08  -0.52
C: -2.68 -0.58 -1.45  0.84
O: -2.22 0.52 -1.87  -0.75
O: -1.83 -1.43 -1.06  -0.75
H: -2.82 -0.96 1.32  0.40
H: -3.04 0.57 1.83  0.39
H: -4.35 1.14 -0.06  0.20
H: -5.09 -0.22 0.77  0.21
H: -4.78 -0.36 -1.85  0.26
H: -4.32 -1.80 -0.90  0.25
C: -1.84 3.81 -1.86  -0.64
C: -0.61 3.30 -1.12  0.17
C: 0.05 4.38 -0.27  -0.62
O: -1.02 2.20 -0.22  -0.77
C: 0.39 2.71 -2.12  0.78
O: 1.09 3.41 -2.78  -0.54
O: 0.42 1.37 -2.18  -0.86
H: -2.55 4.25 -1.15  0.22
H: -2.32 3.01 -2.43  0.25
H: -1.52 4.60 -2.55  0.26
H: -0.70 4.89 0.33  0.22
H: 0.53 5.09 -0.93  0.26
H: 0.80 3.95 0.38  0.22
H: -1.98 2.19 -0.10  0.53
F: 2.35 -2.68 1.60  -0.30
C: 1.22 -3.31 1.91  0.76
F: 0.87 -3.01 3.15  -0.29
F: 1.38 -4.61 1.77  -0.28
S: -0.12 -2.76 0.76  2.27
O: -0.11 -1.28 0.92  -1.02
O: -1.31 -3.42 1.17  -0.85
N: 0.41 -3.22 -0.65  -1.18
S: 1.01 -2.27 -1.71  2.21
O: 0.18 -1.84 -2.80  -0.85
O: 1.60 -1.06 -1.06  -0.98
C: 2.40 -3.29 -2.39  0.78
F: 1.86 -4.34 -2.99  -0.28
F: 3.07 -2.55 -3.25  -0.28
F: 3.19 -3.68 -1.41  -0.29

---

No. 2
Here is C14H17BrN2OS in the gas phase from OMol25. Energies are from ωB97M-V with the def2-TZVPD basis set.

As for the total charge: 0. The value obtained for the HOMO energy is -9.09 eV. As for the energy above the lowest of the compared OMol25 structures with the same formula, charge and spin: 189.3 kJ/mol. The calculation puts the orbital gap at 9.47 eV. As for the structure (SMILES): CC(C)C[C@@H](Sc1ccc(Br)cc1)C(=O)NCC#N. The multiplicity is 1.

Each line ends with the natural charge from an NBO analysis.
CARTESIAN COORDINATES (ANGSTROEM)
C: 2.84 -1.85 -0.04  -0.62
C: 2.52 -0.46 -0.85  -0.21
C: 3.96 0.24 -0.91  -0.62
C: 1.52 0.29 0.04  -0.40
C: -0.02 0.00 -0.22  -0.39
S: -0.86 1.48 0.55  0.19
C: -1.68 0.69 1.96  -0.16
C: -1.31 0.95 3.21  -0.22
C: -1.98 0.33 4.31  -0.22
C: -3.14 -0.41 4.08  -0.07
Br: -4.09 -1.45 5.39  0.05
C: -3.49 -0.72 2.83  -0.23
C: -2.72 -0.18 1.72  -0.19
C: -0.50 -0.17 -1.66  0.65
O: -0.67 -1.32 -2.11  -0.62
N: -0.79 0.83 -2.58  -0.62
C: -1.12 0.51 -3.98  -0.31
C: -1.43 1.72 -4.71  0.26
N: -1.61 2.61 -5.43  -0.29
H: 3.71 -2.51 -0.42  0.22
H: 3.07 -1.59 1.01  0.20
H: 1.94 -2.51 0.02  0.21
H: 2.15 -0.47 -1.92  0.21
H: 4.51 0.16 0.06  0.21
H: 4.34 -0.28 -1.81  0.22
H: 3.94 1.33 -1.11  0.20
H: 1.80 0.16 1.05  0.22
H: 1.54 1.37 -0.13  0.20
H: -0.21 -0.90 0.40  0.27
H: -0.51 1.70 3.34  0.23
H: -1.64 0.45 5.33  0.23
H: -4.25 -1.47 2.65  0.23
H: -2.93 -0.45 0.75  0.22
H: -0.57 1.88 -2.37  0.42
H: -0.25 0.10 -4.44  0.25
H: -2.07 -0.05 -4.01  0.26

---

No. 3
Here is C14H17BrN6O2 in the gas phase from OMol25. Energies are from ωB97M-V with the def2-TZVPD basis set.

As for the total charge: 0. The value obtained for the HOMO energy is -7.85 eV. As for the energy above the lowest of the compared OMol25 structures with the same formula, charge and spin: 35.5 kJ/mol. The calculation puts the orbital gap at 8.59 eV. As for the structure (SMILES): COc1nc(Nc2cnn([C@]3(C)CCNC3=O)c2C)ncc1Br. The multiplicity is 1.

Each line ends with the natural charge from an NBO analysis.
CARTESIAN COORDINATES (ANGSTROEM)
C: 1.10 -2.25 4.53  -0.25
O: 2.47 -1.79 4.57  -0.48
C: 2.91 -1.02 3.54  0.53
N: 2.20 -0.92 2.43  -0.55
C: 2.75 -0.24 1.41  0.58
N: 2.11 -0.05 0.26  -0.56
C: 0.74 -0.09 0.01  0.04
C: -0.37 -0.32 0.90  -0.06
N: -1.50 -0.10 0.29  -0.25
N: -1.21 0.28 -0.97  -0.18
C: -2.18 0.92 -1.86  0.01
C: -1.93 2.42 -1.83  -0.60
C: -3.67 0.61 -1.59  -0.40
C: -3.93 -0.71 -2.41  -0.22
N: -2.99 -0.66 -3.49  -0.61
C: -2.08 0.32 -3.22  0.67
O: -1.58 0.73 -4.22  -0.60
C: 0.19 0.21 -1.19  0.13
C: 0.97 0.55 -2.46  -0.65
N: 3.94 0.33 1.43  -0.52
C: 4.63 0.29 2.55  0.08
C: 4.16 -0.40 3.64  -0.24
Br: 5.27 -0.39 5.20  0.05
H: 1.00 -3.09 3.81  0.19
H: 0.86 -2.69 5.52  0.20
H: 0.39 -1.50 4.31  0.19
H: 2.78 0.30 -0.42  0.42
H: -0.30 -0.63 1.95  0.23
H: -0.89 2.72 -2.10  0.22
H: -2.52 2.91 -2.62  0.22
H: -2.17 2.92 -0.86  0.23
H: -3.92 0.46 -0.51  0.25
H: -4.31 1.38 -1.97  0.22
H: -3.80 -1.57 -1.74  0.19
H: -4.98 -0.71 -2.73  0.20
H: -3.29 -0.80 -4.45  0.42
H: 0.90 -0.30 -3.15  0.24
H: 2.04 0.66 -2.22  0.21
H: 0.62 1.45 -2.97  0.24
H: 5.59 0.78 2.64  0.21

---

No. 4
Here is C14H17Cl2N3O4S in the gas phase from OMol25. Energies are from ωB97M-V with the def2-TZVPD basis set.

As for the total charge: 0. The value obtained for the HOMO energy is -8.41 eV. As for the energy above the lowest of the compared OMol25 structures with the same formula, charge and spin: 0.0 kJ/mol. The calculation puts the orbital gap at 8.21 eV. As for the structure (SMILES): CCOC(=O)/C(=N\[C@@H]1CCS(=O)(=O)C1)NNc1cc(Cl)ccc1Cl. The multiplicity is 1.

Each line ends with the natural charge from an NBO analysis.
CARTESIAN COORDINATES (ANGSTROEM)
C: -0.88 0.32 4.62  -0.63
C: -1.01 -0.58 3.45  -0.08
O: -0.10 -0.08 2.40  -0.51
C: -0.49 -0.47 1.13  0.73
O: -1.39 -1.28 0.91  -0.56
C: 0.37 0.03 -0.03  0.34
N: 0.83 -0.64 -1.07  -0.48
C: 0.57 -2.08 -1.34  -0.08
C: 1.31 -2.93 -0.30  -0.40
C: 2.83 -2.99 -0.64  -0.67
S: 2.91 -2.81 -2.43  2.13
O: 3.79 -1.76 -2.90  -0.92
O: 3.23 -4.12 -3.03  -0.95
C: 1.16 -2.41 -2.72  -0.66
N: 0.98 1.28 0.03  -0.43
N: 0.78 2.28 1.06  -0.45
C: 0.43 3.63 0.86  0.16
C: -0.10 4.05 -0.37  -0.29
C: -0.47 5.37 -0.54  -0.01
Cl: -1.15 5.84 -2.04  0.03
C: -0.31 6.31 0.51  -0.27
C: 0.17 5.89 1.75  -0.20
C: 0.52 4.55 1.93  -0.08
Cl: 0.97 3.92 3.52  -0.02
H: -1.23 1.34 4.49  0.22
H: 0.15 0.34 4.96  0.21
H: -1.42 -0.06 5.50  0.22
H: -0.70 -1.59 3.74  0.19
H: -2.05 -0.62 3.12  0.21
H: -0.51 -2.30 -1.31  0.23
H: 0.95 -3.96 -0.41  0.22
H: 1.11 -2.62 0.72  0.22
H: 3.31 -2.13 -0.16  0.25
H: 3.35 -3.89 -0.29  0.26
H: 1.02 -1.58 -3.43  0.27
H: 0.69 -3.30 -3.14  0.25
H: 1.69 1.42 -0.69  0.42
H: 1.06 2.07 2.04  0.41
H: -0.17 3.38 -1.20  0.24
H: -0.70 7.32 0.38  0.23
H: 0.19 6.56 2.60  0.24

---

No. 5
Here is a molecular structure, C14H17Cl3N5O2RuS from OMol25. Energies are from ωB97M-V with the def2-TZVPD basis set.

As for the total charge: 0. The value obtained for the HOMO energy (alpha / beta) is -6.33 / -7.30 eV. Its expectation value of S² is 0.7724. As for the energy above the lowest of the compared OMol25 structures with the same formula, charge and spin: 0.0 kJ/mol. The calculation puts the orbital gap (alpha / beta) at 5.03 / 6.00 eV. The multiplicity is 2.

Each line ends with the Löwdin spin population.
CARTESIAN COORDINATES (ANGSTROEM)
Ru: -1.30 0.68 -0.01  0.02
C: -0.89 -0.33 4.11  0.00
C: -1.12 0.28 2.76  0.00
O: -1.41 1.53 2.76  0.00
O: -1.00 -0.41 1.73  0.00
H: -1.28 0.31 4.89  0.00
H: 0.18 -0.48 4.25  0.00
H: -1.37 -1.31 4.14  0.00
C: -1.72 2.10 1.40  0.00
H: -1.13 3.02 1.37  0.00
H: -2.77 2.37 1.46  0.00
C: -0.04 -3.03 -3.98  0.00
N: -0.35 -3.01 -2.56  0.00
C: -0.04 -4.19 -1.75  0.00
C: -0.60 -1.86 -1.95  0.00
N: -0.85 -0.87 -1.43  0.00
H: -0.49 -3.91 -4.43  0.00
H: 1.04 -3.06 -4.15  0.00
H: -0.45 -2.14 -4.46  0.00
H: -0.50 -5.06 -2.22  0.00
H: -0.45 -4.06 -0.76  0.00
H: 1.04 -4.35 -1.68  0.00
Cl: -5.83 -1.40 2.11  0.05
C: -5.35 -1.21 0.47  0.36
Cl: -5.82 -2.43 -0.64  0.05
Cl: -6.74 0.78 -0.25  0.35
C: -4.18 -0.51 0.22  0.06
N: -3.23 0.12 0.01  0.10
N: 5.55 2.51 0.55  0.00
C: 4.70 2.85 -0.44  0.00
S: 5.17 3.73 -1.73  0.00
C: 3.29 2.31 -0.29  0.00
C: 2.31 2.65 -1.22  0.00
C: 1.04 2.15 -1.07  0.00
N: 0.67 1.33 -0.07  0.00
C: 1.61 1.00 0.82  0.00
C: 2.92 1.47 0.74  0.00
H: 6.45 2.96 0.51  0.00
H: 5.21 2.30 1.47  0.00
H: 2.56 3.30 -2.04  0.00
H: 0.26 2.40 -1.78  0.00
H: 1.30 0.33 1.61  0.00
H: 3.62 1.13 1.49  0.00

---

No. 6
Here is 3 unconnected molecules or ions with the total composition C14H17ClF17NO5S from OMol25. Energies are from ωB97M-V with the def2-TZVPD basis set.

As for the total charge: 0. The value obtained for the HOMO energy is -9.90 eV. The calculation puts the orbital gap at 10.29 eV. As for the structure (SMILES): FC(F)C(F)(F)COC(F)(F)C(F)F.FC(F)C(F)(F)COC(F)(F)C(F)F.O=S(=O)(F)N(Cl)CCCCO. The multiplicity is 1.

Each line ends with the natural charge from an NBO analysis.
CARTESIAN COORDINATES (ANGSTROEM)
F: 0.02 0.33 -6.98  -0.32
C: -0.14 -0.53 -5.97  0.52
F: -1.03 0.04 -5.12  -0.32
C: 1.16 -0.84 -5.22  0.60
F: 1.65 0.28 -4.64  -0.31
F: 0.84 -1.69 -4.21  -0.33
C: 2.29 -1.52 -6.03  -0.14
O: 3.36 -0.70 -6.52  -0.51
C: 3.23 -0.06 -7.77  0.85
F: 2.14 -0.49 -8.41  -0.32
F: 4.29 -0.46 -8.50  -0.32
C: 3.28 1.47 -7.64  0.50
F: 2.27 1.93 -6.88  -0.32
F: 3.16 2.04 -8.85  -0.32
H: -0.60 -1.45 -6.36  0.14
H: 2.79 -2.19 -5.32  0.23
H: 1.90 -2.18 -6.81  0.21
H: 4.22 1.79 -7.19  0.15
F: 1.20 3.43 5.26  -0.32
C: 1.61 2.36 4.55  0.52
F: 1.64 2.76 3.25  -0.33
C: 0.67 1.16 4.71  0.60
F: -0.56 1.43 4.22  -0.31
F: 1.18 0.17 3.92  -0.32
C: 0.53 0.57 6.13  -0.14
O: -0.63 0.93 6.89  -0.51
C: -0.62 2.09 7.68  0.85
F: 0.61 2.61 7.73  -0.32
F: -0.91 1.69 8.93  -0.32
C: -1.68 3.10 7.23  0.50
F: -1.47 3.50 5.96  -0.32
F: -1.64 4.20 8.01  -0.32
H: 2.63 2.11 4.86  0.14
H: 0.42 -0.51 5.98  0.24
H: 1.45 0.67 6.71  0.21
H: -2.68 2.66 7.29  0.15
O: -0.16 -2.72 2.15  -0.85
S: 0.04 -2.66 0.69  2.41
O: -0.91 -3.49 -0.09  -0.88
F: 1.51 -3.38 0.44  -0.47
N: 0.23 -1.08 0.10  -0.68
Cl: 0.32 -1.00 -1.61  0.20
C: -0.65 -0.06 0.73  -0.24
C: -2.12 -0.50 1.05  -0.45
C: -2.93 -1.06 -0.17  -0.44
C: -4.03 -2.12 0.25  -0.05
O: -3.56 -3.07 1.19  -0.74
H: -0.17 0.27 1.69  0.24
H: -0.66 0.84 0.07  0.23
H: -2.65 0.43 1.37  0.22
H: -2.20 -1.18 1.94  0.25
H: -3.50 -0.20 -0.61  0.21
H: -2.32 -1.54 -0.97  0.22
H: -4.87 -1.55 0.72  0.16
H: -4.40 -2.67 -0.66  0.17
H: -3.55 -3.96 0.82  0.48

---

no.,F_max (hartree/bohr)
1,0.0219
2,0.0873
3,0.0864
4,0.0627
5,0.0127
6,0.0943